Entry a
# C6H12N2

A 2-piece molecular cluster, C6H12N2 overall (the ωB97M-V functional and the def2-TZVPD basis, the Open Molecules 2025 dataset).

The geometry in XYZ format:
```
20
Properties=species:S:1:pos:R:3:lowdin_spin:R:1
C 2.26236 0.19397 -0.66012 0.6868
C -0.43207 2.13226 0.35753 0.1018
C -0.82028 -0.60500 -1.28499 0.0431
C -0.79798 -1.68266 0.97923 0.0042
C -0.18524 0.72349 0.74428 0.6671
C -1.02912 -0.37855 0.22064 0.0976
N 3.32529 -0.07826 0.28707 0.1444
N 2.87776 -1.02905 -0.37454 0.0642
H 2.43096 0.74294 -1.57062 0.0682
H 0.46891 2.60614 -0.04105 0.0264
H -1.22153 2.20473 -0.38932 -0.0006
H -0.72231 2.71833 1.23679 0.0250
H -0.92463 0.32260 -1.84157 0.0006
H 0.18188 -0.99227 -1.45114 0.0064
H -1.54752 -1.32160 -1.66152 0.0034
H 0.23443 -2.00430 0.86334 0.0000
H -1.44756 -2.46448 0.59044 0.0000
H -1.00666 -1.55729 2.03960 0.0007
H 0.43382 0.54170 1.60712 0.0345
H -2.08052 -0.07270 0.34885 0.0261
```

## Properties
multiplicity: 3
highest occupied orbital energy (spin up / spin down): -0.25490 / -0.39121 Ha
frontier orbital gap (spin up / spin down): 7.0637 / 9.9951 eV



Entry b
# C6H12N2

A single C6H12N2 molecule (the ωB97M-V functional and the def2-TZVPD basis, the Open Molecules 2025 dataset).

The geometry in XYZ format:
```
20
Properties=species:S:1:pos:R:3:lowdin_spin:R:1
C 1.38887 0.15180 0.56445 0.7422
C 2.18218 -0.80772 0.27796 0.1128
C -0.19119 0.71446 0.38171 0.1477
C -1.11075 0.28472 -0.67739 0.5080
C 1.93119 -1.85061 -0.77606 0.0374
C 0.17791 2.27433 0.20847 0.0470
N -2.71881 -0.44179 0.88118 0.0553
N -1.95597 -0.64910 -0.34925 0.2484
H 3.19292 -0.64933 0.53142 0.0263
H -0.69861 0.51110 1.23696 0.0036
H -0.87935 0.44155 -1.68940 0.0311
H 2.63949 -2.01392 -1.54991 0.0014
H 0.89384 -1.81114 -1.09768 0.0015
H 1.91775 -2.80298 -0.30670 0.0001
H 0.82724 2.32121 -0.66811 0.0018
H 0.74447 2.59869 1.10947 0.0103
H -0.68493 2.93389 0.04778 0.0058
H -2.14501 -0.58662 1.78357 0.0030
H -2.98348 0.54710 1.05787 0.0108
H -2.52775 -1.16562 -0.96636 0.0056
```

## Properties
multiplicity: 3
highest occupied orbital energy (spin up / spin down): -0.22631 / -0.34189 Ha
frontier orbital gap (spin up / spin down): 7.2698 / 9.2669 eV



Stability check: which of them is most stable? entry a.



Entry a
# H14O6S2

A 7-piece molecular cluster, H14O6S2 overall (the ωB97M-V functional and the def2-TZVPD basis, the Open Molecules 2025 dataset).

The geometry in XYZ format:
```
22
Properties=species:S:1:pos:R:3:mulliken_charge:R:1
S 4.03334 -0.33090 1.17792 -0.1481
S 3.91486 1.01999 -0.41467 -0.2267
H 2.71814 -0.58115 1.26630 0.1722
H 3.68832 2.04797 0.39947 0.1820
H -0.23607 0.86367 -1.85511 0.2811
H -0.24617 -0.61113 -1.56594 0.2640
O -0.65277 0.21671 -1.27283 -0.5436
H -2.23394 1.68132 -0.37211 0.3055
H -3.62681 1.17869 -0.06597 0.3329
O -2.96810 1.80855 0.24138 -0.6450
H -0.48890 -3.42298 1.43060 0.3241
H -0.49378 -1.92223 1.35638 0.3797
O -0.03584 -2.69981 0.98505 -0.6370
H -1.74786 0.30008 2.09097 0.3294
H -1.02711 0.16088 0.72897 0.3498
O -1.04381 -0.17928 1.64012 -0.7045
H -1.48441 -2.98525 -2.55019 0.3199
H -0.92883 -2.50254 -1.23189 0.3217
O -0.66091 -2.65861 -2.14589 -0.6598
H 1.55609 3.03947 -0.63152 0.2799
H 0.98656 2.39406 0.66840 0.3128
O 0.97800 3.18247 0.12057 -0.5902
```

## Properties
multiplicity: 1
highest occupied orbital energy: -0.35708 Ha
frontier orbital gap: 9.7948 eV



Entry b
# H14O6S2

A 7-piece molecular cluster, H14O6S2 overall (the ωB97M-V functional and the def2-TZVPD basis, the Open Molecules 2025 dataset).

The geometry in XYZ format:
```
22
Properties=species:S:1:pos:R:3:mulliken_charge:R:1
S -0.42341 -1.50381 -3.01702 -0.1626
S -2.30585 -0.98676 -2.62888 -0.1412
H -0.03619 -2.43627 -2.12628 0.1371
H -2.13664 0.22039 -2.04714 0.1332
H 1.63717 2.63989 0.01859 0.3361
H 0.37399 3.40242 -0.26035 0.2857
O 0.67922 2.55942 0.10143 -0.6539
H -1.52223 2.09845 0.30158 0.3622
H -0.83164 1.61293 -0.88542 0.3925
O -1.73130 1.82669 -0.60060 -0.6758
H 1.12224 -3.21408 -0.36587 0.3361
H 2.57588 -3.74823 -0.96529 0.2857
O 1.67744 -3.45983 -1.10487 -0.6145
H 1.74073 0.32028 1.15316 0.3124
H 2.15346 1.62693 1.64510 0.3410
O 2.50444 0.91180 1.09521 -0.6863
H 2.23037 -1.65458 2.78130 0.3166
H 2.23212 -3.15839 2.67786 0.3039
O 1.74291 -2.38336 2.38108 -0.6090
H -4.43153 2.08466 0.09709 0.3076
H -3.24789 1.33421 0.81466 0.3286
O -4.00331 1.90725 0.93466 -0.6353
```

## Properties
multiplicity: 1
highest occupied orbital energy: -0.32718 Ha
frontier orbital gap: 9.0112 eV



Stability check: which of them is most stable? entry a.



Entry a
# BrClH2O2Si

A 2-piece molecular cluster, BrClH2O2Si overall (the ωB97M-V functional and the def2-TZVPD basis, the Open Molecules 2025 dataset).

The geometry in XYZ format:
```
7
Properties=species:S:1:pos:R:3:mulliken_charge:R:1
O 0.75360 1.15894 -0.04694 -0.5345
O -0.03012 -1.62026 0.20749 -0.4129
Si 0.32227 -0.12383 0.60425 0.8027
Cl -1.21457 1.30513 -2.62007 -0.2675
Br 0.61968 -0.17481 2.82364 -0.2061
H -0.48826 1.82420 -1.77194 0.2599
H 0.03740 -2.36936 0.80356 0.3584
```

## Properties
multiplicity: 1
highest occupied orbital energy: -0.40679 Ha
frontier orbital gap: 10.3226 eV



Entry b
# BrClH2O2Si

A 2-piece molecular cluster, BrClH2O2Si overall (the ωB97M-V functional and the def2-TZVPD basis, the Open Molecules 2025 dataset).

The geometry in XYZ format:
```
7
Properties=species:S:1:pos:R:3:mulliken_charge:R:1
O -0.36834 0.41397 0.84233 -0.6271
O -3.53836 -2.86543 -1.33286 -0.4436
Si -3.99211 -1.45373 -1.11989 0.7007
Cl -4.71578 -0.39515 0.40452 -0.1370
Br -4.30755 -0.34918 -2.96565 -0.1213
H -0.00679 -0.27705 0.26291 0.3254
H -0.22861 0.15416 1.70024 0.3028
```

## Properties
multiplicity: 1
highest occupied orbital energy: -0.40158 Ha
frontier orbital gap: 10.2988 eV



Entry c
# BrClH2O2Si

BrClH2O2Si as an isolated structure (the ωB97M-V functional and the def2-TZVPD basis, the Open Molecules 2025 dataset).

The geometry in XYZ format:
```
7
Properties=species:S:1:pos:R:3:mulliken_charge:R:1
O -0.20784 -0.69830 1.36202 -0.3503
O -0.52132 -0.76154 -1.38125 -0.3454
Si 0.21994 -0.17728 -0.08166 0.6336
Cl -0.32377 2.47217 -0.17351 -0.4751
Br 2.35958 -0.42010 -0.20975 -0.1295
H -0.17567 -0.06100 2.06754 0.3337
H -1.35092 -0.35395 -1.58339 0.3331
```

## Properties
multiplicity: 1
highest occupied orbital energy: -0.38311 Ha
frontier orbital gap: 9.9572 eV



Stability check: which of them is most stable? entry c.



Entry a
# C5H7PS

A single C5H7PS molecule (the ωB97M-V functional and the def2-TZVPD basis, the Open Molecules 2025 dataset).

The geometry in XYZ format:
```
14
Properties=species:S:1:pos:R:3:mulliken_charge:R:1
C -2.15988 0.67209 -1.04232 0.1143
C -1.75960 -0.54856 -0.67485 -0.0339
C -0.85916 1.50057 -1.12627 -0.5230
C 0.29703 0.71232 -0.49616 -0.7276
C 0.15391 -1.85311 0.82482 -0.9992
P -0.07394 -1.10368 -0.85783 0.0548
S -3.58789 1.52626 -1.32821 -0.2170
H -0.68181 1.64704 -2.19432 0.2742
H -0.99575 2.47795 -0.65959 0.3602
H 1.26366 1.02734 -0.89406 0.4027
H 0.30641 0.84922 0.58848 0.3019
H -0.22425 -1.19575 1.60598 0.3352
H 1.20807 -2.06608 0.99452 0.3242
H -0.39796 -2.79235 0.83969 0.3330
```

## Properties
multiplicity: 1
highest occupied orbital energy (spin up / spin down): -0.31327 / -0.31502 Ha
frontier orbital gap (spin up / spin down): 7.5172 / 6.3386 eV



Entry b
# C5H7PS

A single C5H7PS molecule (the ωB97M-V functional and the def2-TZVPD basis, the Open Molecules 2025 dataset).

The geometry in XYZ format:
```
14
Properties=species:S:1:pos:R:3:mulliken_charge:R:1
C 0.83366 0.91922 -0.62376 -0.1088
C -0.17086 0.35639 -1.37607 -0.2727
C 0.97001 0.98314 0.82437 0.0205
C -1.28130 -0.37779 -0.70036 -0.6177
C -0.76728 -1.40705 0.25719 -0.7102
P 2.03146 1.80673 1.82488 -0.0887
S -0.27691 -0.87730 1.92052 -0.1760
H 1.88916 1.25420 -1.01033 0.2214
H -0.25154 0.57027 -2.48458 0.3297
H -1.95228 0.37000 -0.23911 0.2871
H -1.89312 -0.67464 -1.50257 0.3713
H -1.54575 -2.07566 0.46031 0.3554
H 0.15102 -1.78438 -0.19293 0.3809
H 2.26373 0.93687 2.84243 0.0078
```

## Properties
multiplicity: 1
highest occupied orbital energy (spin up / spin down): -0.30706 / -0.30706 Ha
frontier orbital gap (spin up / spin down): 7.3396 / 7.3405 eV



Stability check: which of them is most stable? entry a.